Entry 1:
# C38H46OP2SiTc

A molecular structure, C38H46OP2SiTc at a distorted geometry (ωB97M-V/def2-TZVPD, the Open Molecules 2025 dataset).

Structure (XYZ):
```
89
Properties=species:S:1:pos:R:3:forces:R:3
H -1.898 2.288 2.272 0.2 -0.1 0.0
H 2.197 -0.077 3.590 -0.3 0.1 0.2
C -0.208 -4.775 -5.846 -0.3 0.3 0.0
O 0.234 -0.102 6.833 -0.6 0.2 -2.7
H 2.268 1.370 4.604 -0.4 -0.3 0.1
H -0.055 1.324 -5.700 0.0 -0.4 0.2
H -2.248 -3.988 -3.643 0.1 0.2 0.3
C 2.154 1.863 -3.666 0.5 -0.4 0.7
H -0.510 -2.480 8.780 0.2 0.1 0.1
C 1.329 3.940 -2.736 0.1 -0.1 0.1
H -2.436 2.983 4.577 0.4 -0.1 0.1
H 3.019 0.332 -9.698 0.0 0.2 0.4
H 2.360 -0.624 -7.495 0.1 0.3 -0.1
H -1.441 1.729 9.014 0.1 -0.2 0.1
H -2.949 -2.374 0.300 0.2 -0.1 -0.3
H 2.538 -0.229 5.328 -0.4 0.1 -0.2
C -0.486 2.081 4.845 -0.4 1.0 -0.7
C -2.148 -0.431 4.339 -1.1 -0.2 0.5
H -2.504 -0.740 6.442 0.7 0.2 -0.3
H 0.345 -0.903 -2.082 -0.2 -0.2 0.1
H 1.718 0.832 10.243 -0.1 0.0 -0.3
C -1.248 -1.562 -0.770 -0.1 -0.1 -0.1
H 0.570 4.722 -2.711 0.2 -0.2 0.0
H -3.447 1.046 3.436 0.2 -0.2 0.1
H 0.614 1.866 3.006 -0.2 -0.4 0.4
H -3.502 -3.869 -7.712 0.3 -0.1 0.2
C -2.677 1.404 6.036 0.1 0.2 0.7
H 4.316 3.092 -1.326 -0.3 0.0 -0.2
C -0.457 -0.713 -5.192 1.1 2.0 -0.2
P 0.096 -2.315 -4.554 -1.0 -0.2 -0.2
C -2.032 -5.411 -7.311 0.3 0.1 0.3
C -0.512 -1.569 -1.954 -0.3 -0.2 0.0
H -0.955 -0.904 0.049 -0.1 -0.1 -0.3
C 2.692 0.415 -7.563 0.0 0.2 0.1
C -2.713 -3.269 -1.660 0.1 0.1 0.1
P 2.083 0.440 -4.812 -0.2 1.4 -1.1
H -2.527 -6.160 -7.932 0.2 0.2 0.2
H -2.409 -2.187 -6.287 0.1 -0.4 -0.1
C 3.433 3.025 -1.964 -0.1 0.2 0.1
C -0.883 -2.432 -3.004 0.3 0.2 0.2
H 1.253 -2.360 8.639 -0.1 0.0 0.1
H 4.040 1.153 -2.863 -0.2 0.3 0.0
H 3.727 2.721 -9.856 -0.1 -0.1 0.3
H 3.837 4.126 -7.794 -0.1 -0.4 0.0
C 3.174 2.537 -6.491 0.1 0.3 0.2
C -1.969 -3.301 -2.842 0.0 0.0 0.1
H -3.736 1.550 5.756 0.2 -0.3 0.0
H -2.350 -1.500 4.176 0.5 0.2 0.3
H -1.255 0.527 10.310 -0.1 0.0 -0.3
C -2.577 0.433 3.167 -0.3 0.1 -0.4
H -2.655 1.515 7.132 0.1 -0.1 -0.5
C -2.245 0.009 5.681 -2.9 -0.6 -0.6
H -0.408 -6.730 -6.740 -0.1 0.3 0.0
H -2.917 -0.241 2.367 0.0 0.2 0.3
H -3.574 -3.926 -1.552 0.2 0.1 0.0
C 2.722 1.214 -6.398 0.1 -0.8 0.0
C 2.460 4.033 -1.918 0.0 -0.3 -0.2
C -0.779 -3.491 -5.684 0.7 -0.5 -0.2
C -0.308 1.564 3.518 0.0 1.2 0.4
C -0.841 -5.733 -6.640 -0.2 0.2 -0.1
H -1.089 0.849 1.669 0.0 0.3 0.3
C 3.284 1.940 -2.823 -0.4 0.2 -0.3
H -2.264 0.152 8.892 0.2 0.1 0.2
H 0.347 2.666 5.256 -0.2 -0.5 -0.1
C 1.683 0.898 9.144 -0.1 -0.1 -0.4
H -1.660 3.284 6.136 -0.2 -0.2 -0.4
H 0.271 2.784 -4.218 0.3 0.1 0.2
H -1.498 -0.657 -5.529 0.3 0.1 0.2
H 0.731 -5.013 -5.341 -0.3 0.0 -0.1
C 3.054 0.954 -8.799 0.0 0.1 0.2
C -2.361 -2.399 -0.622 0.2 0.0 -0.3
C 0.365 -1.881 9.069 -0.1 0.2 -0.4
C 3.459 2.293 -8.889 -0.1 -0.1 0.4
Si 0.226 -0.098 8.472 0.2 0.2 2.8
C -1.471 1.326 2.587 0.0 -0.3 -0.5
H 0.453 -1.906 10.165 0.0 0.1 -0.3
C -2.581 -4.132 -7.185 0.2 0.0 0.1
C 0.334 0.397 -5.258 -1.6 -1.8 -0.3
H 2.631 0.513 8.751 -0.1 0.1 0.1
C -1.844 2.509 5.376 -0.1 0.6 0.3
H 2.583 4.885 -1.247 0.0 -0.3 -0.2
C 1.928 0.318 4.589 0.8 -0.4 -0.3
H 3.229 3.163 -5.594 0.0 -0.2 -0.4
C -1.958 -3.176 -6.375 0.0 0.0 0.0
C 3.522 3.083 -7.732 -0.1 -0.4 0.0
C 1.165 2.850 -3.594 0.0 0.1 0.0
Tc -0.132 0.046 4.968 3.7 -0.8 1.7
H 1.614 1.959 8.869 0.0 -0.2 0.1
C -1.343 0.654 9.220 0.1 -0.1 -0.4
```
Positions in Å, forces in eV/Å.

Calculated values
Frontier orbital gap (alpha / beta) ... 6.3 / 4.4 eV
Electronic energy ... -70835.7961 eV
Total charge ... +2
Relative energy (zero: lowest compared OMol25 entry of this formula, charge and spin) ... 0.00 kJ/mol
HOMO energy (alpha / beta) ... -13.1921 / -12.7501 eV
Multiplicity ... 4



Entry 2:
# C38H47BBrHfN7O6

A molecular structure, C38H47BBrHfN7O6 (ωB97M-V/def2-TZVPD, the Open Molecules 2025 dataset).

Structure (XYZ):
```
101
Properties=species:S:1:pos:R:3:forces:R:3
C -1.797 1.470 2.936 0.0 0.0 0.0
C 1.157 0.191 -2.826 0.0 0.0 0.0
C 0.754 1.446 -3.596 0.0 0.0 0.0
H 4.891 2.442 2.538 0.0 0.0 0.0
C 3.895 2.884 2.477 0.0 0.0 0.0
C -4.496 -1.204 -3.982 0.0 0.0 0.0
C -2.203 -1.324 -2.443 0.0 0.0 0.0
Br -6.067 -1.128 -5.040 0.0 0.0 0.0
H -0.970 5.972 0.278 0.0 0.0 0.0
C -0.575 2.086 -3.204 0.0 0.0 0.0
H -3.875 -3.078 -4.816 0.0 0.0 0.0
H 2.222 -0.856 -4.475 0.0 0.0 0.0
H -0.091 0.270 -5.239 0.0 0.0 0.0
H 3.912 3.844 2.999 0.0 0.0 0.0
H -4.885 0.672 -2.992 0.0 0.0 0.0
H 3.362 -3.078 -3.636 0.0 0.0 0.0
N -0.603 -1.615 0.769 0.0 0.1 0.0
H -0.635 2.352 -2.157 0.0 0.0 0.0
H 1.680 3.351 -4.040 0.0 0.0 0.0
H 2.507 -2.935 -0.096 0.0 0.0 0.0
C -4.225 -0.178 -3.096 0.0 0.0 0.0
H -2.682 6.029 2.118 0.0 0.0 0.0
N 1.001 -0.127 -1.522 0.1 0.0 0.0
C -2.796 0.890 -1.379 0.1 0.0 -0.1
C -3.985 -3.147 1.431 0.0 0.0 0.0
H 3.943 -3.434 1.720 0.0 0.0 0.0
C 3.170 1.724 4.586 0.0 0.0 0.0
C -3.642 -2.288 -4.115 0.0 0.0 0.0
H -3.123 3.927 3.425 0.0 0.0 0.0
C 0.107 -3.728 0.791 0.0 0.0 0.0
C 2.242 -1.718 -2.469 0.0 0.0 0.0
C -0.667 3.874 0.509 0.0 0.0 0.0
C 2.873 0.643 2.372 0.0 0.0 0.0
H -1.405 1.423 -3.444 0.0 0.0 0.0
H -4.985 -2.842 1.745 0.0 0.0 0.0
H 3.146 2.674 5.125 0.0 0.0 0.0
C 1.488 2.657 3.033 0.0 0.0 0.0
H 4.788 -2.625 0.402 0.0 0.0 0.0
C 2.836 1.967 3.108 0.0 0.0 0.0
H 2.491 -3.848 -2.307 0.0 0.0 0.0
H 2.835 2.022 -3.831 0.0 0.0 0.0
C 1.923 -0.805 -3.444 0.0 0.0 0.0
N 0.447 -2.458 0.530 0.0 0.0 0.0
C -1.624 -2.390 1.195 0.0 -0.1 0.0
H -1.770 -4.590 1.499 0.0 0.0 0.0
C 3.665 -1.304 1.671 0.0 0.0 0.0
H 2.053 2.758 -2.420 0.0 0.0 -0.1
Hf -0.085 0.746 0.459 0.2 0.2 0.3
H 3.952 -2.922 -1.979 0.0 0.0 0.0
O 0.938 2.417 -0.364 -0.1 -0.1 0.0
C 3.056 -2.962 -2.599 0.0 0.0 0.0
H 1.244 2.887 2.000 0.0 0.0 0.0
H 4.804 -0.139 3.138 0.0 0.0 0.0
H 0.492 -5.802 0.908 0.0 0.0 0.0
C 4.486 -2.529 1.446 0.0 0.0 0.0
B 1.814 -1.980 0.038 -0.1 0.0 0.0
H -4.016 -3.368 0.362 0.0 0.0 0.0
O -2.442 1.306 3.943 0.0 0.1 0.0
H -3.742 -4.062 1.970 0.0 0.0 0.0
H 1.896 -4.804 1.298 0.0 0.0 0.0
C 0.616 1.089 -5.087 0.0 0.0 0.0
H -1.309 -1.367 -1.835 0.0 0.0 0.0
C -1.815 2.783 2.188 0.0 0.0 0.1
C -2.194 5.101 1.849 0.0 0.0 0.0
N 2.498 -1.051 1.061 -0.1 0.0 0.0
C 1.028 -4.893 0.643 0.0 0.0 0.0
N 1.678 -1.301 -1.328 0.0 0.1 0.0
C 0.510 3.655 -0.415 0.0 0.1 0.0
H -2.175 -1.082 3.535 0.0 0.0 0.0
H 0.243 1.964 -5.622 0.0 0.0 0.0
H 4.162 1.292 4.716 0.0 0.0 0.0
C -3.627 -0.749 1.145 0.0 0.0 0.1
N -0.985 2.768 1.160 0.0 -0.1 0.0
O -0.976 0.609 2.386 0.0 0.0 -0.2
H -3.016 0.136 1.266 0.0 0.0 0.0
H -1.821 -3.184 -3.438 0.0 0.0 0.0
H 5.384 -2.469 2.058 0.0 0.0 0.0
C -2.460 3.944 2.572 0.0 0.0 0.0
O -3.521 1.848 -1.275 -0.1 0.0 0.0
C 3.938 -0.248 2.509 0.0 0.0 0.0
C -2.493 -2.341 -3.340 0.0 0.0 0.0
C -1.201 -3.726 1.208 0.0 0.0 0.0
H 3.667 3.069 1.425 0.0 0.0 0.0
H 1.392 -4.994 -0.380 0.0 0.0 0.0
H -4.575 -0.567 1.655 0.0 0.0 0.0
C -2.864 -1.876 3.263 0.0 0.0 0.0
C -1.261 5.083 0.818 0.0 0.0 0.0
H -2.508 -2.813 3.697 0.0 0.0 0.0
O 0.991 4.557 -1.056 0.0 0.0 0.1
H -3.845 -0.888 0.087 0.0 0.0 0.0
C 1.905 2.457 -3.454 0.0 0.0 0.0
H 0.708 2.039 3.475 0.0 0.0 0.0
O -1.677 0.769 -0.686 -0.1 -0.1 0.0
H -3.840 -1.645 3.697 0.0 0.0 0.0
C -2.997 -2.007 1.736 0.0 0.0 0.0
N 1.989 0.150 1.484 -0.1 0.0 0.0
C -3.070 -0.242 -2.325 0.0 0.0 0.0
H 2.442 1.052 5.043 0.0 0.0 0.0
H -0.703 3.000 -3.785 0.0 0.0 0.0
H 1.570 0.818 -5.538 0.0 0.0 0.0
H 1.527 3.602 3.579 0.0 0.0 0.0
```
Positions in Å, forces in eV/Å.

Calculated values
Frontier orbital gap ... 8.6 eV
Electronic energy ... -134922.0861 eV
Total charge ... 0
Relative energy (zero: lowest compared OMol25 entry of this formula, charge and spin) ... 0.00 kJ/mol
HOMO energy ... -8.9860 eV